Computed, not measured: one molecule with the formula C33H40O15 at a distorted geometry, with the ωB97M-V functional and the def2-TZVPD basis.

Results
DFT total energy, Ha: -2410.08437
Energy relative to the best compared isomer or geometry (same formula, charge and spin), kcal/mol: 5.0
Gap between HOMO and LUMO, eV: 8.0794
F_max, hartree/bohr: 0.021

CARTESIAN COORDINATES (ANGSTROEM)
C: 6.7815 4.3303 0.8207
O: 6.5590 3.4484 -0.2546
C: 5.4209 2.7163 -0.2740
C: 5.2805 1.8356 -1.3513
C: 4.1719 1.0296 -1.4611
C: 3.1652 1.0792 -0.4934
C: 2.0067 0.1833 -0.5443
O: 0.8628 0.7647 -0.1496
C: -0.2906 0.0534 -0.1003
C: -1.4321 0.7176 0.3431
C: -1.3931 2.1745 0.7201
C: -1.9403 2.9977 -0.4123
C: -2.9814 3.8171 -0.3585
C: -3.4446 4.5718 -1.5675
C: -3.7747 4.0725 0.8912
C: -2.6384 0.0073 0.3733
O: -3.7127 0.7080 0.8457
C: -5.0139 0.3013 0.5938
O: -5.2554 -0.9322 1.2302
C: -6.5845 -1.3974 1.1149
C: -6.6838 -2.6839 1.9499
O: -6.0115 -3.7610 1.3600
C: -6.9113 -1.6423 -0.3693
O: -8.2278 -2.0966 -0.5716
C: -6.7620 -0.3153 -1.1165
O: -6.9566 -0.4703 -2.5003
C: -5.3572 0.2645 -0.9090
O: -5.2925 1.5801 -1.3864
C: -2.6866 -1.3272 -0.0125
C: -1.5472 -1.9881 -0.4476
O: -1.6371 -3.2692 -0.8074
C: -0.3167 -1.2938 -0.4940
C: 0.8908 -1.9629 -0.9424
O: 0.8946 -3.1468 -1.3148
C: 2.0796 -1.1287 -0.9211
O: 3.3088 -1.6397 -1.3024
C: 3.7090 -2.8199 -0.6470
O: 3.7862 -2.6745 0.7430
C: 4.6863 -1.6621 1.1919
C: 4.6155 -1.6241 2.7099
C: 6.1114 -1.9446 0.6992
O: 6.9337 -0.8593 1.0504
C: 6.1117 -2.1432 -0.8274
O: 7.3995 -2.4980 -1.2700
C: 5.0779 -3.2119 -1.2165
O: 5.4698 -4.4696 -0.7192
C: 3.2892 1.9848 0.5577
C: 4.4046 2.7903 0.6758
H: 6.0206 5.1162 0.8597
H: 7.7544 4.7817 0.6339
H: 6.8071 3.7968 1.7757
H: 6.0657 1.8053 -2.0898
H: 4.0681 0.3612 -2.3001
H: -0.3582 2.4655 0.9110
H: -1.9800 2.3284 1.6227
H: -1.4158 2.8633 -1.3496
H: -3.4836 5.6403 -1.3569
H: -4.4484 4.2419 -1.8318
H: -2.7871 4.4044 -2.4164
H: -3.2156 4.7096 1.5771
H: -4.7089 4.5709 0.6475
H: -4.0031 3.1386 1.3972
H: -5.6389 1.0874 1.0540
H: -7.2843 -0.6488 1.5194
H: -7.7313 -2.9816 2.0383
H: -6.2917 -2.4691 2.9515
H: -5.0697 -3.5524 1.3291
H: -6.1884 -2.3645 -0.7770
H: -8.2933 -2.9974 -0.2350
H: -7.5039 0.3939 -0.7120
H: -7.7637 -0.9867 -2.6186
H: -4.6346 -0.3731 -1.4390
H: -5.5859 1.5614 -2.3065
H: -3.6049 -1.8857 0.0326
H: -0.7272 -3.5569 -1.0921
H: 2.9844 -3.6298 -0.8067
H: 4.3873 -0.6888 0.7817
H: 3.6129 -1.3542 3.0279
H: 4.8608 -2.6014 3.1174
H: 5.3281 -0.8905 3.0730
H: 6.4906 -2.8655 1.1781
H: 7.7016 -0.8875 0.4638
H: 5.8583 -1.1910 -1.3043
H: 7.4775 -3.4584 -1.1777
H: 5.0243 -3.2986 -2.3055
H: 5.1246 -4.5537 0.1799
H: 2.5125 2.0375 1.3056
H: 4.4747 3.4657 1.5134


Computed, not measured: a 2-piece molecular cluster, CH2N2O2S overall at a distorted geometry, with the ωB97M-V functional and the def2-TZVPD basis.

Results
DFT total energy, Ha: -697.35611
Energy relative to the best compared isomer or geometry (same formula, charge and spin), kcal/mol: 122.3
Gap between HOMO and LUMO, eV: 8.2198
F_max, hartree/bohr: 0.090

CARTESIAN COORDINATES (ANGSTROEM)
O: 1.0519 -1.9659 2.1542
N: 0.3717 -1.1855 1.5054
N: -0.3163 -1.5452 0.4531
C: -0.9841 -0.9463 -0.3626
S: -1.9003 -0.3997 -1.4928
O: 0.2367 1.9518 -0.7380
H: 0.7982 1.8893 -1.5081
H: 0.7423 2.2016 -0.0112


Computed, not measured: a 2-piece molecular cluster, C2H5NOS overall at a distorted geometry, with the ωB97M-V functional and the def2-TZVPD basis.

Results
DFT total energy, Ha: -607.22935
Energy relative to the best compared isomer or geometry (same formula, charge and spin), kcal/mol: 111.4
Gap between HOMO and LUMO, eV: 9.1600
F_max, hartree/bohr: 0.099

CARTESIAN COORDINATES (ANGSTROEM)
C: -1.1693 -0.3802 0.2622
C: 1.6493 0.0750 -0.0669
N: 0.4830 0.7870 0.3770
O: -3.6332 -0.6076 -0.1582
S: -2.5482 0.3772 -0.0960
H: -0.8919 -1.3952 0.4389
H: 1.4788 -0.9957 -0.1695
H: 2.0457 0.4472 -1.0154
H: 2.4045 0.2032 0.7172
H: 0.1812 1.4890 -0.2893


Computed, not measured: one molecule with the formula CH3Cl2PS2 at a distorted geometry, with the ωB97M-V functional and the def2-TZVPD basis.

Results
DFT total energy, Ha: -2098.07281
Energy relative to the best compared isomer or geometry (same formula, charge and spin), kcal/mol: 4.8
Gap between HOMO and LUMO, eV: 8.8906
F_max, hartree/bohr: 0.058

CARTESIAN COORDINATES (ANGSTROEM)
C: -0.8313 1.0651 -0.6306
S: 0.8759 1.2893 -0.0052
P: 0.7309 -0.8799 0.6693
S: -0.6151 -1.4659 1.9370
Cl: 2.5250 -1.1706 1.2937
Cl: 0.7459 -1.8874 -1.0712
H: -1.3251 0.2813 -0.0912
H: -0.7636 0.8253 -1.7245
H: -1.3426 1.9428 -0.3774


Computed, not measured: C25H38As3IN3O2S2Ti as an isolated structure, with the ωB97M-V functional and the def2-TZVPD basis.

Results
Expectation value of S²: 2.009
DFT total energy, Ha: -9940.87299
Total charge: +1
Multiplicity: 3
Energy relative to the best compared isomer or geometry (same formula, charge and spin), kcal/mol: 5.8
Gap between HOMO and LUMO (spin up / spin down), eV: 6.7411 / 7.0698
F_max, hartree/bohr: 0.004

CARTESIAN COORDINATES (ANGSTROEM)
Ti: -0.2843 0.8892 0.1349
C: -0.0747 1.5920 4.0362
As: -0.1551 0.1120 2.7824
C: 1.3280 -0.9408 3.4919
C: -1.7533 -0.7346 3.5391
C: -2.3121 -2.0224 2.9179
C: -1.2372 -3.1133 2.9279
C: -2.8594 -1.8271 1.4959
As: -1.6747 -1.4985 -0.0342
C: -3.0927 -1.6297 -1.3656
C: -0.8260 -3.2237 -0.3727
C: -3.4636 -2.5260 3.8182
As: -5.2553 -1.6959 4.0623
C: -6.1074 -2.1391 2.3474
C: -5.0122 0.2240 3.7311
H: -0.1119 1.2126 5.0578
H: -0.9191 2.2535 3.8537
H: 0.8479 2.1480 3.8796
H: 1.1234 -1.2515 4.5166
H: 2.2152 -0.3062 3.4856
H: 1.5208 -1.8224 2.8836
H: -2.5045 0.0565 3.5071
H: -1.5297 -0.9168 4.5951
H: -0.3648 -2.8256 2.3382
H: -1.6235 -4.0485 2.5190
H: -0.8991 -3.3075 3.9479
H: -3.5502 -0.9801 1.4780
H: -3.4410 -2.7117 1.2190
H: -3.6831 -2.5273 -1.1783
H: -2.6789 -1.6908 -2.3715
H: -3.7250 -0.7475 -1.2967
H: -1.5164 -4.0400 -0.1608
H: 0.0725 -3.3494 0.2275
H: -0.5500 -3.2598 -1.4273
H: -3.0791 -2.6264 4.8372
H: -3.7264 -3.5434 3.5054
H: -6.0200 -3.2096 2.1608
H: -5.6981 -1.5866 1.5032
H: -7.1667 -1.9021 2.4394
H: -4.4161 0.6737 4.5236
H: -6.0087 0.6638 3.7761
H: -4.5831 0.4642 2.7600
O: -2.5047 1.3593 -0.6380
S: -2.7862 2.4804 0.2763
O: -4.0326 2.4745 0.9624
N: -1.4577 2.4735 1.2392
C: -0.5109 3.2541 0.6495
S: 1.1269 2.9835 0.9176
C: -1.0705 4.2289 -0.3308
C: -0.4336 5.2669 -0.9846
C: -1.1761 6.0245 -1.8843
C: -2.5159 5.7417 -2.1328
C: -3.1550 4.6841 -1.4924
C: -2.4038 3.9582 -0.5941
H: 0.6091 5.4811 -0.7883
H: -0.7057 6.8511 -2.3992
H: -3.0667 6.3515 -2.8354
H: -4.1916 4.4452 -1.6853
C: 3.8497 -1.5935 -0.1676
C: 2.5804 -0.8868 -0.1021
N: 1.5848 -0.3219 -0.0432
H: 3.6739 -2.6680 -0.1774
H: 4.4514 -1.3342 0.7021
H: 4.3828 -1.3053 -1.0720
I: 2.2176 4.4091 -4.2068
C: 0.9924 2.7946 -3.7561
C: 0.2458 2.1532 -4.7307
C: -0.5748 1.1035 -4.3476
C: -0.6288 0.7483 -3.0135
N: 0.0951 1.3613 -2.0699
C: 0.8945 2.3656 -2.4420
H: 0.2976 2.4675 -5.7641
H: -1.1774 0.5759 -5.0729
H: -1.2850 -0.0415 -2.6743
H: 1.4557 2.8506 -1.6509


Computed, not measured: one molecule with the formula C5H8N2 at a distorted geometry, with the ωB97M-V functional and the def2-TZVPD basis.

Results
DFT total energy, Ha: -304.77397
Energy relative to the best compared isomer or geometry (same formula, charge and spin), kcal/mol: 38.6
Gap between HOMO and LUMO, eV: 10.3398
F_max, hartree/bohr: 0.033

CARTESIAN COORDINATES (ANGSTROEM)
C: -1.3059 1.0224 -0.5599
C: -0.2038 0.0976 -0.0134
C: 1.2410 0.3454 -0.5302
C: 2.1068 -0.8420 -0.3702
N: 2.7038 -1.8245 -0.2103
C: -0.3419 -0.4474 1.3708
N: -0.3341 -1.3167 0.2191
H: -1.1659 2.0812 -0.2868
H: -1.3619 0.9937 -1.6538
H: -2.2999 0.7506 -0.1784
H: 1.7425 1.2020 -0.0624
H: 1.1654 0.5595 -1.6024
H: -1.3018 -0.3213 1.8718
H: 0.5357 -0.4913 2.0189
H: -1.1799 -1.8091 -0.0129


Among the records above, which one has the highest DFT total energy? C5H8N2


Look up the DFT total energy of the sixth one. -304.77397 Ha